# 1
Molecular formula: C15H19N3O
Method: DFT, the ωB97M-V functional and the def2-TZVPD basis

## Properties
Orbital gap ... 9.09 eV
LUMO level ... 0.724 eV
SMILES ... O=C(NCc1nc2ccccc2[nH]1)C1CCCCC1
Relative energy (zero: lowest compared OMol25 entry of this formula, charge and spin) ... 0.0 kcal per mole

```
! wB97M-V def2-TZVPD RIJCOSX def2/J DEFGRID3
* xyz 0 1
O 1.41 -1.61 0.63
C 1.28 -0.84 -0.31
N 0.34 -1.02 -1.25
C -0.63 -2.10 -1.17
C -1.67 -1.82 -0.13
N -2.92 -1.53 -0.36
C -3.48 -1.34 0.88
C -4.78 -1.01 1.24
C -5.06 -0.87 2.58
C -4.08 -1.05 3.56
C -2.78 -1.38 3.23
C -2.49 -1.52 1.88
N -1.35 -1.83 1.20
C 2.18 0.37 -0.51
C 1.39 1.67 -0.36
C 2.33 2.87 -0.48
C 3.06 2.84 -1.82
C 3.84 1.54 -1.98
C 2.91 0.34 -1.86
H 0.16 -0.29 -1.93
H -0.09 -3.01 -0.90
H -1.12 -2.23 -2.13
H -5.54 -0.87 0.49
H -6.06 -0.62 2.90
H -4.35 -0.93 4.60
H -2.02 -1.52 3.98
H -0.41 -1.99 1.55
H 2.93 0.32 0.29
H 0.62 1.74 -1.13
H 0.89 1.69 0.61
H 1.76 3.79 -0.39
H 3.06 2.84 0.33
H 2.33 2.93 -2.63
H 3.74 3.69 -1.89
H 4.61 1.48 -1.20
H 4.34 1.52 -2.94
H 2.18 0.36 -2.67
H 3.48 -0.59 -1.94
*
```

In the natural (NBO) picture, each atom carries the following charge in e:
1 O -0.661
2 C 0.709
3 N -0.609
4 C -0.267
5 C 0.370
6 N -0.464
7 C 0.064
8 C -0.199
9 C -0.233
10 C -0.214
11 C -0.262
12 C 0.166
13 N -0.560
14 C -0.315
15 C -0.387
16 C -0.395
17 C -0.397
18 C -0.396
19 C -0.387
20 H 0.402
21 H 0.229
22 H 0.236
23 H 0.221
24 H 0.211
25 H 0.211
26 H 0.214
27 H 0.451
28 H 0.227
29 H 0.188
30 H 0.220
31 H 0.212
32 H 0.198
33 H 0.192
34 H 0.211
35 H 0.197
36 H 0.211
37 H 0.189
38 H 0.217


# 2
Molecular formula: C5H6FN
Method: DFT, the ωB97M-V functional and the def2-TZVPD basis

## Properties
Orbital gap ... 10.07 eV
LUMO level ... 0.950 eV
SMILES ... C#C/C(=C/F)CN
Relative energy (zero: lowest compared OMol25 entry of this formula, charge and spin) ... 57.5 kcal per mole

```
! wB97M-V def2-TZVPD RIJCOSX def2/J DEFGRID3
* xyz 0 1
C -0.18 2.64 0.15
C -0.37 1.43 0.21
C -0.47 0.01 0.29
C -1.62 -0.55 -0.03
F -1.83 -1.89 -0.02
C 0.77 -0.78 0.48
N 1.56 -0.95 -0.72
H -0.03 3.68 0.15
H -2.56 -0.02 -0.16
H 1.35 -0.25 1.19
H 0.49 -1.77 1.03
H 1.10 -1.50 -1.47
H 1.79 -0.04 -1.10
*
```

In the natural (NBO) picture, each atom carries the following charge in e:
1 C -0.213
2 C -0.034
3 C -0.206
4 C 0.291
5 F -0.336
6 C -0.236
7 N -0.822
8 H 0.235
9 H 0.179
10 H 0.206
11 H 0.211
12 H 0.363
13 H 0.361


# 3
Molecular formula: C27H33CeF6N5O5S3
Method: DFT, the ωB97M-V functional and the def2-TZVPD basis

## Properties
Orbital gap (spin up / spin down) ... 5.85 / 5.85 eV
LUMO level (spin up / spin down) ... -1.058 / -1.056 eV
Relative energy (zero: lowest compared OMol25 entry of this formula, charge and spin) ... 37.6 kcal per mole

```
! wB97M-V def2-TZVPD RIJCOSX def2/J DEFGRID3
* xyz 0 1
Ce -0.77 -1.94 -0.01
N -5.03 -0.23 0.95
C -3.92 -0.72 0.37
O -2.83 -0.65 0.95
C -4.02 -1.28 -1.01
C -2.98 -2.37 -1.22
H -4.97 0.08 1.90
H -5.93 -0.40 0.54
H -3.84 -0.44 -1.69
H -5.05 -1.62 -1.20
H -2.83 -2.53 -2.28
H -3.33 -3.31 -0.79
F -3.00 -2.21 3.39
C -3.39 -3.42 3.00
F -3.96 -4.03 4.03
F -4.30 -3.29 2.02
S -2.01 -4.49 2.38
O -1.64 -4.02 1.03
O -2.58 -5.79 2.47
N -0.82 -4.24 3.41
S 0.15 -3.03 3.11
O 0.88 -2.61 4.26
O -0.53 -2.01 2.29
C 1.47 -3.79 2.02
F 1.75 -4.98 2.54
F 2.55 -3.03 2.01
F 1.05 -3.96 0.75
C -1.47 1.54 -0.62
C -1.47 1.03 -2.02
C -1.91 1.89 -3.06
C -1.89 1.45 -4.34
C -1.43 0.14 -4.62
C -1.37 -0.35 -5.94
C -0.89 -1.60 -6.18
C -0.46 -2.40 -5.11
C -0.52 -1.97 -3.79
S 0.00 -3.06 -2.55
C -1.02 -0.66 -3.54
N -1.06 -0.20 -2.24
H -1.06 2.54 -0.57
H -0.87 0.89 0.01
H -2.49 1.57 -0.22
H -2.23 2.89 -2.81
H -2.22 2.08 -5.16
H -1.70 0.29 -6.75
H -0.83 -1.99 -7.19
H -0.07 -3.39 -5.29
C 4.93 -1.12 -1.08
C 3.90 -0.01 -0.83
C 4.27 0.78 0.43
C 3.87 0.93 -2.04
C 2.57 -0.62 -0.66
C 1.46 -1.07 -0.45
H 5.92 -0.68 -1.22
H 4.67 -1.70 -1.96
H 4.97 -1.80 -0.22
H 5.25 1.23 0.31
H 4.28 0.12 1.30
H 3.54 1.56 0.61
H 4.85 1.39 -2.19
H 3.13 1.73 -1.89
H 3.60 0.39 -2.95
N 0.78 0.48 2.03
C 0.65 1.63 2.12
N 0.47 2.94 2.19
C 1.27 3.79 1.31
C 2.49 4.35 2.03
C 2.07 5.03 3.33
C 1.28 4.07 4.22
C 0.07 3.54 3.46
H 0.62 4.61 0.97
H 1.55 3.21 0.43
H 3.01 5.04 1.38
H 3.17 3.52 2.25
H 1.46 5.91 3.10
H 2.95 5.40 3.87
H 0.95 4.57 5.13
H 1.91 3.23 4.51
H -0.62 4.36 3.23
H -0.48 2.79 4.04
*
```

In the Löwdin picture, each atom carries the following charge in e:
1 Ce 0.952
2 N 0.208
3 C -0.522
4 O -0.056
5 C -0.177
6 C -0.217
7 H 0.124
8 H 0.114
9 H 0.123
10 H 0.122
11 H 0.042
12 H 0.063
13 F 0.149
14 C -0.655
15 F 0.156
16 F 0.141
17 S 0.673
18 O -0.394
19 O -0.219
20 N -0.258
21 S 0.665
22 O -0.209
23 O -0.463
24 C -0.645
25 F 0.168
26 F 0.180
27 F 0.091
28 C -0.015
29 C -0.306
30 C -0.016
31 C -0.002
32 C -0.157
33 C -0.053
34 C -0.078
35 C -0.111
36 C -0.595
37 S 0.685
38 C -0.213
39 N 0.112
40 H 0.089
41 H 0.033
42 H 0.089
43 H 0.114
44 H 0.119
45 H 0.108
46 H 0.104
47 H 0.096
48 C -0.052
49 C -0.629
50 C -0.052
51 C -0.054
52 C -0.122
53 C -0.166
54 H 0.082
55 H 0.087
56 H 0.083
57 H 0.084
58 H 0.088
59 H 0.057
60 H 0.082
61 H 0.076
62 H 0.086
63 N 0.227
64 C -0.259
65 N -0.098
66 C -0.154
67 C -0.180
68 C -0.201
69 C -0.179
70 C -0.147
71 H 0.125
72 H 0.117
73 H 0.116
74 H 0.112
75 H 0.114
76 H 0.111
77 H 0.113
78 H 0.121
79 H 0.125
80 H 0.128


# 4
Molecular formula: C35H49MgN3P2S2
Method: DFT, the ωB97M-V functional and the def2-TZVPD basis

## Properties
Orbital gap ... 3.67 eV
LUMO level ... 4.256 eV
Relative energy (zero: lowest compared OMol25 entry of this formula, charge and spin) ... 15.5 kcal per mole

```
! wB97M-V def2-TZVPD RIJCOSX def2/J DEFGRID3
* xyz -2 1
Mg -0.89 0.71 -0.53
C 3.96 -0.20 1.78
C 3.18 -0.68 0.56
C 4.09 -1.32 -0.49
P 2.01 0.53 -0.22
C 3.05 1.82 -1.09
C 4.40 2.24 -0.51
C 3.19 1.46 -2.58
C 1.38 1.47 1.21
C 1.66 2.79 1.57
C 0.98 3.38 2.63
C -0.01 2.65 3.29
C -0.32 1.36 2.94
C 0.41 0.71 1.92
N 0.22 -0.55 1.42
C -0.16 -1.60 2.16
C -0.10 -1.66 3.58
C -0.42 -2.80 4.28
C -0.85 -3.96 3.62
C -0.90 -3.92 2.24
C -0.55 -2.79 1.50
P -0.68 -2.75 -0.33
C -2.45 -3.28 -0.56
C -2.80 -3.13 -2.04
C -3.38 -2.45 0.32
C 0.27 -4.27 -0.90
C 1.61 -4.35 -0.16
C -0.42 -5.63 -0.91
H 4.38 -1.06 2.31
H 4.79 0.45 1.51
H 3.31 0.34 2.48
H 2.48 -1.45 0.90
H 4.86 -0.63 -0.84
H 4.61 -2.19 -0.07
H 3.52 -1.66 -1.36
H 2.38 2.68 -1.05
H 5.15 1.46 -0.62
H 4.77 3.12 -1.05
H 4.33 2.50 0.55
H 3.88 0.62 -2.72
H 2.23 1.17 -3.01
H 3.57 2.31 -3.14
H 2.39 3.36 1.03
H 1.20 4.41 2.91
H -0.59 3.14 4.08
H -1.16 0.85 3.39
H 0.25 -0.79 4.13
H -0.34 -2.79 5.37
H -1.13 -4.85 4.17
H -1.26 -4.80 1.71
H -2.54 -4.34 -0.27
H -2.74 -2.08 -2.34
H -2.14 -3.70 -2.69
H -3.83 -3.46 -2.22
H -3.20 -1.37 0.24
H -4.43 -2.64 0.04
H -3.26 -2.70 1.38
H 0.50 -4.01 -1.94
H 1.46 -4.69 0.87
H 2.28 -5.06 -0.66
H 2.10 -3.39 -0.12
H -0.70 -5.95 0.09
H -1.32 -5.63 -1.54
H 0.27 -6.38 -1.32
S -1.42 -0.12 -4.18
C -0.74 1.33 -3.68
N -0.62 1.83 -2.46
C 0.00 3.07 -2.43
C 0.17 3.84 -1.28
C 0.81 5.06 -1.38
C 1.27 5.54 -2.61
C 1.06 4.80 -3.77
C 0.43 3.57 -3.67
S -0.01 2.42 -4.90
H -0.21 3.49 -0.33
H 0.96 5.65 -0.48
H 1.76 6.50 -2.67
H 1.39 5.17 -4.73
C -3.50 2.98 0.27
C -3.68 1.44 0.30
C -4.43 1.04 -1.00
C -4.64 1.13 1.48
N -2.46 0.73 0.49
H -4.45 3.53 0.26
H -2.93 3.25 -0.63
H -2.92 3.27 1.15
H -5.40 1.55 -1.11
H -4.59 -0.04 -1.00
H -3.81 1.28 -1.87
H -5.63 1.61 1.38
H -4.18 1.47 2.41
H -4.78 0.05 1.54
*
```

In the Löwdin picture, each atom carries the following charge in e:
1 Mg 0.526
2 C -0.105
3 C -0.538
4 C -0.138
5 P 1.094
6 C -0.540
7 C -0.123
8 C -0.125
9 C -0.348
10 C -0.132
11 C -0.128
12 C -0.107
13 C -0.049
14 C -0.379
15 N -0.045
16 C -0.299
17 C -0.039
18 C -0.128
19 C -0.139
20 C -0.136
21 C -0.318
22 P 1.106
23 C -0.576
24 C -0.147
25 C -0.141
26 C -0.556
27 C -0.135
28 C -0.138
29 H 0.072
30 H 0.055
31 H 0.070
32 H 0.072
33 H 0.049
34 H 0.071
35 H 0.069
36 H 0.064
37 H 0.054
38 H 0.072
39 H 0.055
40 H 0.061
41 H 0.053
42 H 0.073
43 H 0.084
44 H 0.079
45 H 0.090
46 H 0.105
47 H 0.089
48 H 0.084
49 H 0.074
50 H 0.082
51 H 0.079
52 H 0.029
53 H 0.057
54 H 0.068
55 H 0.020
56 H 0.069
57 H 0.063
58 H 0.088
59 H 0.070
60 H 0.068
61 H 0.042
62 H 0.056
63 H 0.055
64 H 0.066
65 S 0.453
66 C -1.201
67 N -0.061
68 C -0.344
69 C -0.043
70 C -0.101
71 C -0.122
72 C -0.117
73 C -0.508
74 S 0.935
75 H 0.101
76 H 0.097
77 H 0.084
78 H 0.093
79 C -0.110
80 C -0.856
81 C -0.098
82 C -0.110
83 N -0.179
84 H 0.051
85 H 0.049
86 H 0.055
87 H 0.054
88 H 0.050
89 H 0.054
90 H 0.048
91 H 0.053
92 H 0.050